Record 1
This record from the Open Molecules 2025 dataset describes a molecular structure, C2Br3NO2. The level of theory is ωB97M-V/def2-TZVPD.

Its LUMO energy (spin up / spin down) is -1.674 / -1.285 eV. The value obtained for the HOMO-LUMO gap (spin up / spin down) is 7.83 / 8.30 eV. Its spin multiplicity is 1. For the total energy, the calculation gives -8003.267965 Eh.

CARTESIAN COORDINATES (ANGSTROEM)
1 C -0.312 -0.673 -0.184
2 C -1.336 0.124 -0.067
3 N 1.780 0.394 0.091
4 O 1.678 1.366 0.726
5 O 2.586 -0.268 -0.437
6 Br -0.034 -2.471 -0.119
7 Br -3.173 -0.477 0.178
8 Br -1.190 2.004 -0.188



Record 2
This record from the Open Molecules 2025 dataset describes 2 unconnected molecules or ions with the total composition C2BrClF2O. The level of theory is ωB97M-V/def2-TZVPD.

Its LUMO energy is -1.054 eV. The value obtained for the HOMO-LUMO gap is 7.90 eV. Its spin multiplicity is 1. For the total energy, the calculation gives -3385.277882 Eh.

CARTESIAN COORDINATES (ANGSTROEM)
1 C -0.198 -0.912 1.289
2 C -0.049 0.665 -1.498
3 O -1.188 -0.610 1.844
4 F 0.176 -1.984 0.575
5 F 0.848 -0.030 1.230
6 Cl 1.545 0.754 -1.659
7 Br -1.134 2.116 -1.781